Molecular formula: C32H49ClNO3PSSn
Method: DFT, wB97M-V/def2-TZVPD

XYZ file:
```
89
Properties=species:S:1:pos:R:3:forces:R:3:lowdin_charge:R:1
Sn 0.65935 -0.63468 1.78888 -0.80 -0.54 -0.05 0.824
Cl 1.90722 0.20091 3.66355 0.18 0.34 -0.24 -0.077
P 0.62845 0.53069 -0.84351 0.33 0.86 -0.72 1.031
C -3.17953 -3.38998 0.11816 -2.63 0.81 -2.88 -0.001
H -2.85358 -3.17812 -0.91356 -0.03 -0.05 0.79 0.073
H -3.94836 -2.75854 0.55953 -0.05 -0.43 -0.29 0.086
C 2.42031 0.76910 -1.34581 -0.52 -0.03 0.40 -0.427
C -0.17675 2.20314 -0.97719 0.22 0.02 0.25 -0.449
C 2.75877 0.74379 -2.83573 0.18 0.03 -0.23 -0.213
H 2.66207 1.77838 -0.96294 -0.04 -0.29 0.04 0.124
C 4.24780 1.05050 -3.04547 0.12 0.04 0.13 -0.192
H 2.53674 -0.24984 -3.24889 0.05 0.16 0.07 0.100
H 2.15881 1.47156 -3.40014 0.09 -0.20 0.20 0.102
C 5.16813 0.12241 -2.23700 -0.13 -0.07 -0.10 -0.199
H 4.49629 0.98367 -4.11108 -0.04 0.00 0.13 0.111
H 4.44022 2.09121 -2.75109 -0.06 -0.09 0.01 0.117
C 4.76259 0.01679 -0.76243 0.01 0.13 0.09 -0.193
H 5.15555 -0.88123 -2.68546 -0.03 0.12 0.03 0.113
H 6.19976 0.48938 -2.30505 -0.15 -0.14 -0.01 0.110
C 3.26679 -0.26275 -0.57848 0.26 0.01 -0.22 -0.246
H 5.34395 -0.76997 -0.26874 -0.02 0.15 -0.05 0.113
H 5.00440 0.96190 -0.25807 -0.04 -0.11 -0.01 0.120
H 3.04084 -1.27528 -0.95233 -0.03 0.20 0.11 0.113
H 3.02016 -0.25168 0.49739 0.18 0.05 -0.28 0.039
C -0.20484 -0.58221 -2.08019 -0.19 -0.35 0.17 -0.424
C -1.71496 2.12874 -1.00348 0.14 0.02 0.15 -0.202
H 0.08016 2.65212 0.00577 -0.09 -0.34 -0.60 0.070
C -2.26984 3.51848 -0.67008 0.02 -0.04 0.16 -0.196
H -2.06981 1.81693 -2.00037 0.04 -0.05 0.28 0.108
H -2.06455 1.40892 -0.25105 -0.02 0.04 -0.19 0.102
C -1.79864 4.56331 -1.67619 0.02 -0.05 -0.08 -0.199
H -3.36392 3.49082 -0.62853 0.09 0.01 -0.02 0.112
H -1.90448 3.78083 0.33167 -0.17 0.04 -0.20 0.094
C -0.27745 4.57096 -1.81388 0.37 -0.04 0.13 -0.185
H -2.25364 4.35538 -2.65125 0.01 -0.02 -0.04 0.111
H -2.13991 5.55868 -1.37645 0.01 -0.08 -0.03 0.111
C 0.32486 3.17030 -2.05182 -0.08 0.03 -0.32 -0.198
H 0.03078 5.24480 -2.62283 -0.05 -0.10 0.09 0.110
H 0.16511 4.97389 -0.89161 -0.10 -0.05 -0.09 0.118
H 0.02382 2.80815 -3.04973 0.16 0.13 0.17 0.104
H 1.42412 3.24077 -2.03531 -0.33 0.02 -0.07 0.101
C 0.44015 -1.98759 -2.09556 0.09 0.06 0.10 -0.209
H -1.21716 -0.69501 -1.64410 0.21 0.01 -0.04 0.115
C -0.38388 -3.00806 -2.88396 -0.22 -0.06 -0.17 -0.196
H 1.44849 -1.91896 -2.53516 -0.24 -0.01 0.13 0.103
H 0.55453 -2.35430 -1.06632 0.09 0.03 -0.13 0.085
C -0.79488 -2.51336 -4.27739 0.14 0.17 -0.13 -0.197
H 0.18866 -3.93685 -3.00334 -0.07 0.14 0.13 0.115
H -1.27697 -3.28283 -2.30647 0.12 0.16 -0.07 0.081
C -1.31273 -1.06851 -4.29688 -0.07 0.22 0.25 -0.189
H 0.07265 -2.58535 -4.94797 -0.07 0.05 0.09 0.113
H -1.56240 -3.17574 -4.69633 0.16 0.06 0.06 0.110
C -0.40688 -0.08295 -3.51869 -0.02 -0.01 -0.42 -0.194
H -1.42269 -0.72201 -5.33610 0.03 -0.11 0.28 0.112
H -2.31873 -1.03197 -3.85039 0.15 -0.03 -0.05 0.114
H 0.55879 -0.00478 -4.04249 -0.27 -0.04 0.21 0.101
H -0.85926 0.92047 -3.54225 0.15 -0.36 0.06 0.091
C -1.30380 -4.98262 0.55413 -4.25 1.00 -0.14 -0.074
C -2.62567 -4.41596 0.87734 8.04 -0.27 3.55 -0.392
H -1.05336 -5.11365 -0.49670 -0.04 0.36 0.06 0.081
C -3.03314 -4.33561 2.35510 -0.06 -0.64 -0.19 -0.147
H -3.57134 -4.59653 0.12960 -1.93 0.49 -1.71 0.160
C -1.80871 -4.00311 3.21578 -0.47 -0.09 0.11 -0.206
H -3.78245 -3.55613 2.53806 0.05 -0.12 -0.32 0.107
H -3.52515 -5.29361 2.62579 0.53 0.40 0.20 0.127
C -0.66410 -4.97246 3.01603 -0.10 -0.24 -0.37 -0.194
H -1.48445 -2.97766 3.01666 -0.05 0.06 -0.18 0.089
H -2.14813 -4.01820 4.24774 0.12 0.04 0.30 0.107
C -0.22200 -5.02294 1.53560 0.63 -1.44 1.40 -0.246
H 0.17496 -4.70515 3.67218 -0.12 -0.11 -0.21 0.112
H -1.03157 -5.95923 3.32358 0.20 0.00 -0.06 0.114
H 0.52249 -4.23976 1.37939 -0.11 0.51 -0.26 0.082
H 0.35678 -5.93620 1.38335 0.25 -0.18 0.20 0.100
O -0.33498 5.36899 2.59163 0.27 -0.11 -0.11 -0.291
S 0.34535 4.13054 2.85006 -0.74 -0.86 0.39 0.638
O 1.78414 4.07925 2.82066 -0.54 0.11 -0.25 -0.287
N -0.30318 2.91591 1.94180 0.44 -0.88 -0.18 -0.035
C -0.76767 1.90750 2.65260 0.74 0.55 -1.04 -0.514
O -0.95959 0.71339 2.17057 -0.26 0.64 0.31 -0.325
C -0.92260 2.22297 4.07687 0.12 -0.42 1.22 -0.166
C -1.44685 1.45063 5.12665 0.15 0.25 -0.61 -0.001
C -1.25975 1.91369 6.42766 0.00 0.09 0.15 -0.065
C -0.54557 3.09424 6.69566 -0.05 -0.06 -0.65 -0.053
C -0.02333 3.85156 5.63931 -0.47 -0.40 -0.15 -0.021
C -0.24124 3.39479 4.34547 0.06 0.45 1.34 -0.224
H -1.98059 0.52033 4.88876 0.30 0.44 0.27 0.125
H -1.66841 1.35066 7.26716 0.11 0.10 -0.24 0.106
H -0.40321 3.42134 7.71990 -0.02 -0.06 -0.10 0.105
H 0.51258 4.77866 5.77579 0.09 0.01 0.26 0.120
```
Positions in Å, forces in eV/Å.

**Electronic energy**: -2943.171042 Ha
**Total charge**: 0
**Energy relative to the best compared isomer or geometry (same formula, charge and spin)**: 0.0 kcal/mol



Molecular formula: C22H18Cl2IrN6S4
Method: DFT, wB97M-V/def2-TZVPD

XYZ file:
```
53
Properties=species:S:1:pos:R:3:forces:R:3:mulliken_spin:R:1
Ir -1.01345 1.30735 -0.07542 0.61 -0.19 -0.29 0.002
S 0.05981 3.27783 -0.00564 0.20 0.04 -0.20 0.002
C 1.16847 2.86488 -1.17984 -0.17 -0.07 0.12 0.001
N 2.16196 3.80676 -1.43974 -0.04 0.04 -0.10 -0.001
N 3.24497 3.52291 -1.97357 0.08 0.06 0.05 0.001
C 3.92751 2.31095 -2.27264 0.01 -0.02 -0.01 0.001
C 4.81612 2.38723 -3.34346 -0.01 -0.03 0.02 0.000
C 5.56112 1.26863 -3.66848 -0.01 -0.01 0.01 0.000
C 5.44283 0.11909 -2.89808 0.00 -0.01 0.01 0.000
C 4.58768 0.07914 -1.79725 0.00 -0.01 0.00 0.000
C 3.81438 1.17428 -1.47230 -0.01 0.03 -0.05 0.000
N 1.00732 1.81302 -1.98390 -0.15 0.07 0.07 0.000
N -0.04782 1.09581 -1.73048 -0.22 0.03 0.06 0.000
C -0.31582 0.10547 -2.73228 0.12 0.05 0.20 0.002
C -1.56598 -0.50702 -2.79083 -0.09 0.05 -0.05 0.000
C -1.83097 -1.41631 -3.80020 0.01 0.00 0.01 0.000
C -0.85715 -1.72389 -4.73641 -0.01 -0.01 -0.01 0.001
C 0.39586 -1.11747 -4.66896 -0.01 0.00 -0.01 0.000
C 0.67432 -0.20186 -3.67915 -0.01 -0.03 0.06 0.000
H 3.78367 4.36371 -2.19618 0.03 0.02 -0.01 0.000
H 4.90997 3.29980 -3.92075 0.00 0.00 0.00 0.000
H 6.24383 1.30015 -4.50563 0.00 0.00 0.00 0.000
H 6.04009 -0.74987 -3.13986 0.00 0.00 0.00 0.000
H 4.53894 -0.80900 -1.18283 0.01 0.00 0.00 0.000
H 3.17863 1.15570 -0.59843 -0.03 0.00 0.01 0.000
H -2.33286 -0.28264 -2.06896 0.03 0.03 -0.06 0.000
H -2.80553 -1.88109 -3.85064 0.00 0.00 -0.01 0.000
H -1.06924 -2.43615 -5.52245 0.00 0.00 0.00 0.000
H 1.15439 -1.36311 -5.39924 0.01 0.00 0.01 0.000
H 1.64491 0.26473 -3.62877 0.02 0.02 0.02 0.000
Cl -2.19091 -0.65430 0.30929 -0.10 -0.17 0.16 0.001
C -2.76366 2.03019 -0.92015 -0.25 0.03 0.11 0.005
Cl -3.09199 3.71551 -0.45030 0.09 -0.06 0.06 0.002
H -3.56841 1.43106 -0.50111 -0.02 0.01 -0.10 0.000
H -2.77865 1.96507 -2.00533 0.09 0.05 -0.02 0.000
S -1.10886 -4.43628 3.56947 -0.11 -0.16 0.11 0.674
C -0.74500 -2.84181 3.32700 0.08 0.20 -0.08 -0.122
S 0.46859 -2.29129 2.23078 -0.03 -0.09 -0.03 0.031
C -0.06728 -0.68473 2.46207 -0.06 0.14 0.10 0.058
N -1.01228 -0.55748 3.36151 0.08 -0.03 -0.08 0.040
N -1.38292 -1.74862 3.83760 0.12 0.02 -0.05 0.155
C -2.38986 -1.77413 4.84025 -0.15 -0.05 0.03 0.038
C -2.27635 -2.64080 5.92349 0.02 0.01 0.03 0.055
C -3.28932 -2.65759 6.86650 -0.03 -0.02 0.05 -0.029
C -4.38479 -1.81793 6.73087 0.03 0.01 -0.02 0.053
C -4.46869 -0.93627 5.65490 0.00 -0.01 0.02 -0.005
C -3.46876 -0.90140 4.70585 0.01 -0.04 -0.04 0.027
S 0.61840 0.68186 1.64176 -0.20 0.06 -0.02 0.013
H -1.39232 -3.24536 6.07146 0.02 0.01 -0.06 -0.006
H -3.20706 -3.31472 7.72087 -0.02 0.00 0.00 0.001
H -5.17129 -1.83656 7.47280 0.00 0.00 0.00 0.001
H -5.32054 -0.27820 5.55576 -0.01 -0.01 0.01 0.000
H -3.52600 -0.23527 3.85700 0.03 0.00 -0.02 -0.001
```
Positions in Å, forces in eV/Å.

**Electronic energy**: -3794.470254 Ha
**<S²>**: 0.78
**Multiplicity**: 2
**Total charge**: +2
**Energy relative to the best compared isomer or geometry (same formula, charge and spin)**: 16.1 kcal/mol